(1)
{"formula": "C5H13N2O", "method": "ωB97M-V/def2-TZVPD", "symbols": ["C", "C", "N", "C", "N", "C", "C", "O", "H", "H", "H", "H", "H", "H", "H", "H", "H", "H", "H", "H", "H"], "coordinates": [[-1.1830, -0.3835, 1.7911], [-0.0741, -1.2940, 1.3638], [0.8801, -1.6225, 2.4645], [0.8489, -0.8086, 0.2370], [0.1116, -0.7512, -1.0345], [0.3002, 0.4196, -1.9013], [-0.6713, 1.6785, -1.7993], [-0.0486, 2.7804, -1.3775], [-1.6404, -0.1500, 0.8063], [-1.9481, -0.6386, 2.5064], [-0.7662, 0.5987, 2.0867], [-0.5008, -2.2459, 0.9960], [1.5991, -0.9236, 2.5684], [0.4370, -1.9899, 3.2892], [1.6328, -1.5659, 0.1191], [1.2622, 0.1705, 0.4963], [-0.8792, -0.8378, -0.8506], [0.3750, 0.0357, -2.9403], [1.2942, 0.8702, -1.7713], [-1.5750, 1.2644, -1.2375], [-0.9731, 1.9077, -2.8578]], "forces_ev_per_angstrom": [[0.29, 2.23, -2.08], [1.62, -1.50, 1.39], [-0.50, -0.78, -1.02], [-1.33, 0.13, -0.74], [-0.02, 0.24, 0.18], [0.67, 0.23, -0.87], [0.97, -0.17, -1.00], [-0.15, 0.06, 1.17], [-0.56, 0.17, 0.71], [0.04, -0.81, 0.22], [-0.06, -0.40, 0.08], [0.10, 0.16, 0.22], [-0.28, 0.05, 0.51], [0.22, 0.49, 0.30], [0.13, 0.30, 0.34], [0.14, 0.04, 0.02], [-0.05, 0.03, -0.04], [-0.49, 0.13, 0.16], [-0.12, -0.21, 0.47], [0.05, 0.41, -0.01], [-0.68, -0.78, 0.00]], "lowdin_charge": [-0.08, -0.46, 0.00, -0.22, -0.09, -0.24, -0.56, -0.38, 0.06, 0.06, 0.09, 0.13, 0.06, 0.05, 0.10, 0.12, 0.06, 0.08, 0.09, 0.07, 0.06], "smiles": "C[C@H](N)CNCC[O-]", "charge": -1, "orbital_gap_ev": 5.797, "e_homo_ev": -2.16, "largest_force_ev_per_a": 3.065}

---

(2)
{"formula": "C39H33AuFN6O4P", "method": "ωB97M-V/def2-TZVPD", "symbols": ["Au", "F", "C", "C", "C", "C", "O", "C", "C", "N", "C", "C", "C", "C", "C", "C", "N", "C", "C", "N", "C", "C", "C", "O", "O", "H", "H", "H", "H", "H", "H", "H", "H", "H", "H", "H", "H", "H", "H", "H", "H", "H", "H", "N", "C", "C", "C", "N", "C", "N", "O", "P", "C", "C", "C", "C", "C", "C", "C", "C", "C", "C", "C", "C", "C", "C", "C", "C", "C", "C", "H", "H", "H", "H", "H", "H", "H", "H", "H", "H", "H", "H", "H", "H", "H"], "coordinates": [[1.2722, 0.8755, -0.7170], [-1.2161, -5.4449, -1.1941], [-1.0610, -4.5306, -0.1989], [-1.1603, -3.2096, -0.5236], [-1.0851, -2.2286, 0.4632], [-1.0862, -0.7975, 0.0668], [-1.1019, -0.4794, -1.1187], [-1.0400, 0.1347, 1.1838], [-1.0239, -0.3508, 2.4439], [-0.9252, -1.6679, 2.7866], [-0.8981, -2.0537, 4.1723], [0.3713, -2.6407, 4.7303], [-0.0605, -1.2569, 5.1196], [-0.9600, -2.6305, 1.7904], [-0.8114, -3.9869, 2.0991], [-0.8124, -4.9657, 1.1180], [-0.5355, -6.3244, 1.4341], [0.3165, -7.0683, 0.5138], [1.7440, -6.5547, 0.5783], [2.2572, -6.6621, 1.9926], [1.3353, -6.0072, 2.9853], [-0.0669, -6.5708, 2.7889], [-0.9270, 1.6478, 1.0747], [-1.5811, 2.3344, 1.8424], [-0.1149, 2.1088, 0.1858], [-1.2961, -2.9002, -1.5520], [-1.0350, 0.3458, 3.2709], [-1.8368, -2.4455, 4.5492], [1.2116, -2.7137, 4.0505], [0.2852, -3.4351, 5.4607], [0.5109, -0.4348, 4.7134], [-0.4548, -1.0926, 6.1116], [-0.6442, -4.2408, 3.1280], [-0.0299, -6.9790, -0.5079], [0.2597, -8.1270, 0.7844], [1.7880, -5.4948, 0.3340], [2.4340, -7.1028, -0.0618], [3.1862, -6.2368, 2.0562], [2.3478, -7.6525, 2.2291], [1.3718, -4.9442, 2.7534], [1.7463, -6.1789, 3.9788], [-0.7302, -6.1307, 3.5257], [-0.0861, -7.6513, 2.9656], [2.7709, -0.4569, -1.0857], [3.5019, -1.2105, -0.6005], [4.3780, -2.1493, -0.0364], [5.7636, -2.1467, -0.3322], [6.8941, -2.1689, -0.5575], [3.8465, -3.0843, 0.8641], [3.4132, -3.8531, 1.6169], [0.6326, 2.6579, -2.8615], [-0.2200, 3.8386, -2.5436], [-0.5425, 4.8322, -4.0235], [0.4894, 4.9343, -4.9557], [0.3227, 5.7003, -6.0986], [-0.8758, 6.3678, -6.3197], [-1.9096, 6.2613, -5.4012], [-1.7449, 5.4923, -4.2561], [0.5177, 5.0032, -1.3772], [1.5557, 4.5614, -0.5634], [2.1441, 5.4284, 0.3457], [1.6996, 6.7386, 0.4469], [0.6720, 7.1896, -0.3714], [0.0883, 6.3264, -1.2858], [-1.8390, 3.3669, -1.9105], [-2.3447, 2.1517, -2.3688], [-3.5848, 1.7110, -1.9354], [-4.3253, 2.4802, -1.0470], [-3.8185, 3.6834, -0.5795], [-2.5751, 4.1258, -1.0079], [1.4131, 4.3958, -4.7828], [1.1253, 5.7735, -6.8211], [-1.0059, 6.9649, -7.2133], [-2.8487, 6.7695, -5.5784], [-2.5615, 5.3949, -3.5500], [1.9002, 3.5385, -0.6468], [2.9504, 5.0767, 0.9761], [2.1576, 7.4127, 1.1595], [0.3321, 8.2150, -0.3042], [-0.6953, 6.6916, -1.9394], [-1.7407, 1.5368, -3.0238], [-3.9648, 0.7575, -2.2793], [-5.2890, 2.1295, -0.6996], [-4.3758, 4.2650, 0.1429], [-2.1648, 5.0415, -0.6016]], "forces_ev_per_angstrom": [[0.50, 0.02, 0.09], [0.06, -0.03, 0.10], [-0.03, -0.12, -0.01], [0.00, 0.02, 0.02], [-0.02, 0.18, -0.08], [0.02, 0.13, -0.22], [-0.28, -0.24, 0.23], [0.06, -0.16, 0.11], [0.14, 0.14, 0.01], [-0.16, -0.17, 0.04], [0.08, 0.04, -0.02], [0.00, 0.03, 0.02], [0.03, -0.01, 0.00], [0.04, 0.12, 0.07], [-0.06, 0.06, -0.06], [0.16, -0.04, -0.07], [-0.34, 0.01, 0.06], [0.10, 0.09, -0.08], [0.17, 0.11, 0.07], [-0.04, -0.28, 0.02], [0.17, -0.02, -0.11], [0.04, 0.07, 0.01], [-0.26, 0.01, -0.30], [0.05, 0.01, 0.08], [0.00, -0.08, -0.07], [-0.01, -0.01, -0.01], [-0.04, -0.01, 0.00], [-0.01, -0.01, -0.02], [0.00, 0.01, 0.01], [0.01, 0.00, 0.00], [0.00, 0.00, 0.01], [0.00, 0.00, 0.00], [-0.06, -0.02, 0.07], [-0.06, -0.01, -0.03], [0.03, 0.02, 0.00], [0.06, 0.04, -0.04], [-0.04, -0.01, 0.00], [-0.05, 0.37, -0.09], [0.06, 0.07, 0.00], [0.11, -0.05, 0.07], [-0.04, -0.03, 0.01], [-0.12, -0.01, 0.03], [0.03, 0.04, -0.04], [-0.20, -0.05, 0.30], [0.21, -0.02, -0.19], [-0.30, 0.07, -0.01], [-0.03, -0.01, 0.06], [-0.01, -0.01, -0.01], [0.11, 0.08, -0.07], [-0.12, -0.40, 0.02], [0.12, 0.20, 0.08], [-0.03, -0.28, -0.01], [0.01, 0.04, -0.05], [-0.03, 0.02, -0.01], [-0.02, 0.00, 0.01], [0.01, -0.01, 0.01], [0.02, -0.02, 0.01], [-0.02, 0.00, -0.01], [0.06, 0.06, 0.00], [0.02, 0.02, 0.02], [-0.01, -0.01, -0.03], [-0.03, 0.00, -0.01], [0.02, -0.02, 0.01], [0.01, -0.01, -0.01], [-0.12, -0.02, -0.06], [0.01, 0.03, 0.03], [-0.02, 0.03, 0.01], [0.03, -0.03, -0.02], [0.04, 0.02, 0.00], [-0.01, 0.00, 0.05], [0.00, 0.00, 0.01], [0.00, 0.00, 0.00], [0.00, 0.00, 0.00], [0.00, 0.00, 0.00], [0.01, 0.00, 0.00], [-0.02, 0.03, -0.01], [0.00, 0.00, 0.01], [0.00, 0.00, 0.00], [0.00, 0.00, 0.00], [0.00, -0.01, 0.00], [-0.01, 0.01, 0.00], [0.00, -0.01, 0.01], [-0.01, 0.00, 0.00], [0.00, 0.00, 0.00], [0.00, 0.00, 0.00]], "lowdin_charge": [0.85, 0.05, -0.19, 0.09, -0.05, -0.35, 0.01, -0.05, 0.03, 0.00, -0.26, -0.10, -0.08, -0.12, 0.04, -0.14, -0.06, -0.14, -0.08, 0.06, -0.10, -0.15, -0.61, 0.05, -0.20, 0.14, 0.14, 0.15, 0.11, 0.10, 0.11, 0.11, 0.08, 0.12, 0.13, 0.12, 0.14, 0.14, 0.18, 0.09, 0.14, 0.13, 0.13, 0.02, -0.17, -0.28, -0.25, 0.12, -0.22, 0.13, -0.37, 0.76, -0.26, -0.07, -0.08, -0.09, -0.08, -0.08, -0.26, -0.07, -0.07, -0.09, -0.08, -0.09, -0.29, -0.08, -0.08, -0.08, -0.08, -0.08, 0.11, 0.10, 0.10, 0.10, 0.10, 0.06, 0.10, 0.10, 0.10, 0.10, 0.11, 0.10, 0.10, 0.10, 0.10], "charge": 0, "orbital_gap_ev": 7.004, "e_homo_ev": -7.92, "largest_force_ev_per_a": 0.508}

---

(3)
{"formula": "CH5NOS2", "method": "ωB97M-V/def2-TZVPD", "symbols": ["N", "C", "O", "H", "H", "H", "S", "S", "H", "H"], "coordinates": [[1.0629, 1.7453, -0.8644], [2.0164, 2.6462, -0.5162], [2.3838, 2.8586, 0.6148], [0.8903, 0.9868, -0.2100], [0.9247, 1.4337, -1.8123], [2.3922, 3.2693, -1.3374], [-1.6756, -0.7666, 0.0416], [-0.7148, -2.5666, 0.2786], [-1.4892, -0.3346, 1.2960], [-1.7977, -3.3444, 0.4127]], "forces_ev_per_angstrom": [[-0.15, -1.10, 0.16], [0.00, 0.58, 0.09], [0.03, -0.30, 0.13], [-0.08, 0.45, 0.10], [0.23, 0.45, -0.16], [-0.05, -0.09, -0.34], [0.12, 0.05, 0.01], [0.09, -0.13, -0.14], [-0.13, 0.09, 0.06], [-0.05, -0.01, 0.08]], "lowdin_charge": [0.11, -0.43, 0.01, 0.07, 0.09, 0.12, 0.22, 0.22, -0.20, -0.21], "smiles": "NC=O.SS", "charge": 0, "orbital_gap_ev": 10.048, "e_homo_ev": -9.84, "largest_force_ev_per_a": 1.120}